{"formula": "C6H11N", "method": "the ωB97M-V functional and the def2-TZVPD basis", "smiles": "C=CNC/C=C/C", "homo_ev": -7.81, "e_lumo_ev": 1.1, "charge": 0, "orbital_gap_ha": 0.3260, "symbols": ["C", "C", "N", "C", "C", "C", "C", "H", "H", "H", "H", "H", "H", "H", "H", "H", "H", "H"], "xyz": [[-1.0339, 1.3161, -3.2686], [-0.4444, 0.5048, -2.2868], [0.1180, 0.9103, -1.1367], [1.0552, 0.0317, -0.4384], [-0.0269, -1.1101, 3.1844], [0.0395, -0.3267, 1.8353], [0.1724, -0.7483, 0.5996], [-1.1050, 2.3924, -3.0430], [-1.5825, 0.8437, -4.0831], [-0.6193, -0.5751, -2.2418], [0.5393, 1.8918, -1.2303], [1.6551, -0.7268, -1.1246], [1.8493, 0.6068, 0.2061], [-0.3501, -2.1926, 2.9792], [0.8848, -1.0473, 3.7717], [-0.9595, -0.8152, 3.8191], [0.1902, 0.7327, 2.0142], [-0.3821, -1.6881, 0.4437]], "lowdin_charge": [-0.018, -0.275, -0.093, -0.200, -0.106, -0.200, -0.139, 0.040, 0.026, 0.110, 0.163, 0.139, 0.137, 0.080, 0.056, 0.086, 0.091, 0.104]}

***

{"formula": "C6H11N", "method": "the ωB97M-V functional and the def2-TZVPD basis", "smiles": "CC=C=N.C=CC", "homo_ev": -8.84, "e_lumo_ev": 1.0, "charge": 0, "orbital_gap_ha": 0.3609, "symbols": ["C", "C", "C", "C", "C", "C", "N", "H", "H", "H", "H", "H", "H", "H", "H", "H", "H", "H"], "xyz": [[-2.5305, -0.0183, -0.7215], [-1.1322, 0.5744, -0.7340], [-0.0156, -0.2136, -0.9829], [1.3113, -0.5144, 0.8617], [2.6558, 0.0254, 0.4307], [0.4574, 0.2237, 1.6116], [-0.5180, 0.8937, 1.8195], [-3.1710, 0.4364, 0.0423], [-3.0210, 0.1265, -1.6916], [-2.4947, -1.0962, -0.5273], [-1.0659, 1.6176, -1.0505], [-0.9668, 0.8845, 0.6887], [-0.1303, -1.2905, -1.0897], [0.8622, 0.2099, -1.4616], [1.2379, -1.5929, 0.9936], [3.0232, -0.5382, -0.4334], [2.5836, 1.0798, 0.1451], [3.4062, -0.0609, 1.2244]], "lowdin_charge": [-0.109, -0.322, -0.034, -0.214, -0.111, -0.232, 0.134, 0.070, 0.071, 0.075, 0.114, 0.056, 0.085, 0.073, 0.113, 0.075, 0.082, 0.074]}

***

{"formula": "C6H11N", "method": "the ωB97M-V functional and the def2-TZVPD basis", "smiles": "C=CC(N)=C(C)C", "homo_ev": -7.75, "e_lumo_ev": 1.0, "charge": 0, "orbital_gap_ha": 0.3215, "symbols": ["C", "N", "C", "C", "C", "C", "C", "H", "H", "H", "H", "H", "H", "H", "H", "H", "H", "H"], "xyz": [[1.3335, 1.6994, -0.1549], [-1.2642, 1.1181, 0.9193], [-0.5627, 0.1435, 0.1598], [0.6507, 0.3583, -0.3503], [1.5289, -0.7135, -0.9622], [-1.8733, -1.8188, 0.9312], [-1.2448, -1.1644, -0.0367], [0.6597, 2.5426, -0.2810], [2.2124, 1.8147, -0.7834], [1.8041, 1.7144, 0.8355], [-2.2541, 0.9172, 0.8855], [-1.1187, 2.0633, 0.5769], [2.4946, -0.3109, -1.2459], [1.7532, -1.4992, -0.2369], [1.0764, -1.1729, -1.8449], [-2.2122, -2.8283, 0.7287], [-1.9094, -1.3510, 1.9074], [-1.0740, -1.5125, -1.0481]], "lowdin_charge": [-0.066, 0.089, -0.339, -0.300, -0.067, 0.019, -0.134, 0.063, 0.065, 0.088, 0.076, 0.070, 0.063, 0.082, 0.073, 0.055, 0.064, 0.099]}

***

{"formula": "C6H11N", "method": "the ωB97M-V functional and the def2-TZVPD basis", "smiles": "C=CC/C(C)=C/N", "homo_ev": -7.54, "e_lumo_ev": 1.0, "charge": 0, "orbital_gap_ha": 0.3127, "symbols": ["C", "C", "C", "N", "C", "C", "C", "H", "H", "H", "H", "H", "H", "H", "H", "H", "H", "H"], "xyz": [[-1.0781, 0.5994, -1.0880], [0.2145, 0.2774, -0.4561], [1.3862, 0.7025, -1.0736], [1.4193, 1.5071, -2.2029], [0.2619, -0.7447, 0.6582], [-0.7084, -0.6223, 1.7823], [-0.5759, -1.4765, 2.7770], [-1.7101, 1.2218, -0.3894], [-1.0957, 1.3791, -1.7907], [-1.7333, -0.1586, -1.4693], [2.3478, 0.4584, -0.6143], [0.5116, 1.4286, -2.8432], [2.3028, 1.4590, -2.7204], [1.2727, -0.8989, 0.9265], [-0.2144, -1.7306, 0.3663], [-1.6164, 0.0371, 1.5342], [-1.2545, -1.5594, 3.4500], [0.2700, -1.8795, 3.1536]], "lowdin_charge": [-0.094, -0.294, -0.180, 0.004, -0.197, -0.157, -0.003, 0.096, 0.034, 0.080, 0.112, 0.134, 0.079, 0.098, 0.140, 0.129, -0.015, 0.036]}